[1]
Formula: C58H43N5O7S4Ti
Source: OMol25
Level of theory: ωB97M-V/def2-TZVPD

Atoms and positions in Å:
O 10.203 -7.650 22.527
C 5.365 -9.045 21.665
C 8.009 -3.775 14.880
C 8.463 -10.255 18.576
C 8.411 -4.467 16.143
O 4.909 -5.098 29.858
H 9.366 -14.271 22.522
H 7.560 -12.723 25.916
C 10.263 -8.651 18.287
C 10.484 -7.471 16.120
H 9.111 -10.818 25.595
H 11.275 -15.885 22.715
H 14.715 -9.960 16.569
S 6.035 -5.954 30.199
C 6.601 -5.956 25.207
S 9.395 -6.283 20.229
H 8.679 -7.867 13.300
H 13.006 -6.644 27.997
C 15.424 -8.563 18.036
C 11.991 -13.398 20.588
C 11.043 -7.984 25.000
C 8.033 -10.025 17.298
C 7.727 -5.191 25.579
C 15.075 -7.684 19.032
C 6.117 -12.006 24.523
C 10.003 -13.669 21.890
O 6.531 -5.828 31.553
H 7.268 -6.802 18.337
C 12.031 -6.291 20.620
C 7.317 -5.187 29.119
C 14.432 -9.264 17.344
C 8.321 -8.910 15.121
C 8.726 -9.131 16.451
C 7.871 -9.874 24.141
C 13.107 -9.071 17.643
H 9.788 -3.131 29.210
H 12.904 -8.575 24.171
H 12.916 -13.797 20.202
N 7.497 -6.354 23.000
H 6.712 -5.770 16.154
H 10.210 -3.329 16.422
H 8.750 -11.926 22.034
C 13.727 -7.450 19.351
C 10.356 -7.411 26.054
H 3.489 -9.982 21.290
C 11.030 -6.950 19.895
O 8.791 -9.719 21.444
C 9.890 -4.690 18.033
H 7.273 -3.003 15.111
C 7.908 -6.048 17.896
H 8.860 -3.295 14.403
Ti 8.112 -8.027 22.140
H 9.277 -7.373 26.028
C 7.928 -4.826 26.961
H 7.157 -10.527 16.914
C 8.982 -8.012 14.326
S 10.155 -8.667 23.612
C 12.456 -7.016 27.147
H 14.207 -7.697 26.115
O 10.786 -9.913 23.244
N 8.610 -8.709 23.946
H 10.572 -6.567 14.199
N 6.508 -9.001 22.382
H 15.837 -7.154 19.585
C 9.646 -12.363 21.616
C 11.073 -6.921 27.134
N 8.223 -4.381 29.636
H 5.420 -12.810 24.703
C 10.063 -7.279 14.833
H 7.942 -10.930 19.241
C 12.422 -8.090 25.005
C 4.589 -11.015 22.809
C 7.602 -5.464 16.682
C 11.570 -15.615 21.705
H 9.547 -3.386 26.726
H 9.468 -4.234 24.725
C 12.716 -8.145 18.632
C 4.395 -10.012 21.876
C 9.600 -9.591 19.051
C 8.192 -10.883 25.032
C 6.696 -9.965 23.353
H 11.735 -5.583 21.379
H 10.548 -6.490 27.970
C 11.189 -14.200 21.394
C 8.485 -5.471 23.315
H 7.482 -9.472 14.738
C 8.918 -3.937 27.409
C 9.058 -5.664 18.562
C 9.565 -4.097 16.826
C 13.350 -6.537 20.364
C 11.637 -12.092 20.298
C 6.525 -6.498 23.955
H 11.320 -6.914 16.516
H 16.463 -8.719 17.788
C 8.638 -4.898 24.548
H 11.056 -16.287 21.018
N 7.148 -5.457 27.851
C 10.464 -11.576 20.824
H 3.844 -11.779 22.966
H 5.826 -6.115 25.940
H 14.123 -6.018 20.910
H 5.249 -8.260 20.917
C 7.311 -11.949 25.207
H 12.265 -11.472 19.674
H 5.656 -7.081 23.664
C 11.349 -7.889 18.924
S 10.136 -9.802 20.768
H 10.783 -4.399 18.565
C 5.780 -11.020 23.574
C 9.035 -3.779 28.778
H 9.179 -5.230 22.516
H 12.343 -9.619 17.112
H 12.639 -15.776 21.599
O 8.314 -7.347 20.362
H 7.552 -4.479 14.188
O 5.961 -7.310 29.683
C 9.844 -8.413 16.952
C 13.132 -7.602 26.089

Atomic forces in eV per Å
O 0.3 0.7 0.2
C -1.0 0.2 -0.6
C 0.0 0.0 0.0
C -0.3 -0.3 -0.3
C 0.0 0.0 0.1
O 0.0 -0.1 0.1
H -0.1 0.0 0.0
H 0.0 -0.1 0.1
C -0.4 -0.7 0.3
C 0.1 0.0 -0.2
H 0.1 0.0 0.1
H 0.0 0.0 0.1
H 0.0 -0.1 0.0
S 0.3 0.0 -0.1
C 0.5 0.6 0.5
S 0.4 0.6 -2.0
H -0.1 0.0 -0.1
H 0.1 0.0 0.1
C 0.1 0.5 0.5
C 0.0 0.0 -0.1
C -0.4 -0.2 -0.3
C 0.1 -0.1 0.4
C -0.3 -0.7 -1.9
C 0.4 -0.3 -0.3
C 0.0 0.1 -0.2
C 0.1 0.0 -0.1
O 0.0 0.0 -0.2
H 0.0 0.0 -0.1
C 0.3 0.2 0.1
C -1.0 -0.4 1.2
C -0.6 -0.2 -0.2
C 0.0 0.2 -0.3
C 0.3 0.2 0.2
C -0.6 -0.9 0.3
C 0.2 -0.2 -0.2
H 0.1 0.1 -0.1
H 0.2 -0.1 0.0
H 0.1 0.0 -0.1
N -0.6 2.9 2.2
H -0.1 0.0 -0.1
H 0.0 0.0 -0.1
H -0.1 0.0 0.1
C -0.4 0.0 0.0
C -0.2 0.0 0.0
H -0.1 0.0 -0.1
C 0.3 -0.4 -0.6
O 0.2 -1.5 -0.7
C 0.0 -0.1 0.1
H 0.0 0.0 -0.1
C -0.1 -0.3 0.3
H 0.0 0.0 -0.1
Ti -0.9 0.0 -1.0
H -0.1 0.0 0.1
C 0.4 0.5 2.0
H -0.1 -0.1 0.0
C -0.3 -0.3 0.0
S 0.3 -0.5 1.5
C -0.1 0.0 0.0
H 0.1 0.0 0.0
O 0.3 0.1 0.6
N 1.5 0.0 1.3
H 0.0 0.1 0.0
N -1.1 -0.9 0.8
H 0.1 0.1 0.0
C -0.3 0.3 0.0
C 0.0 0.0 0.0
N 0.7 0.4 0.2
H -0.1 -0.1 0.0
C 0.3 0.1 0.2
H -0.1 -0.1 0.0
C 0.1 -0.1 -0.1
C -0.3 0.0 -0.1
C 0.1 0.1 0.0
C 0.0 0.0 -0.1
H 0.1 0.0 0.0
H 0.2 0.0 0.0
C 0.1 0.2 0.3
C 0.2 0.2 -0.1
C 0.7 0.5 -0.2
C -0.1 0.1 -0.1
C 0.2 -0.7 0.8
H 0.1 0.1 0.2
H -0.1 0.1 0.1
C -0.1 0.1 0.0
C -0.5 0.0 -0.4
H -0.1 0.0 -0.1
C -0.4 -0.3 -0.5
C -0.1 0.3 0.4
C 0.0 -0.1 0.1
C -0.2 0.0 -0.2
C -0.1 0.2 0.0
C 0.1 0.1 -0.9
H 0.1 0.1 0.0
H 0.1 0.0 0.0
C -0.5 0.2 0.8
H 0.0 -0.1 0.0
N 0.3 0.1 -1.8
C 0.1 0.1 0.1
H -0.1 -0.1 0.0
H -0.1 -0.2 0.1
H 0.1 0.1 0.1
H -0.1 -0.2 0.1
C 0.1 0.0 0.0
H 0.2 0.1 0.0
H 0.3 -0.1 0.1
C 0.0 0.7 0.5
S 0.2 -1.6 -1.7
H 0.2 0.1 0.0
C 0.6 0.2 0.1
C -0.2 0.0 0.1
H 0.0 -0.2 0.3
H 0.0 -0.1 -0.1
H 0.1 0.0 0.0
O 0.6 1.0 -1.7
H 0.0 0.0 -0.1
O 0.0 0.1 0.1
C -0.2 -0.2 -0.1
C 0.0 0.0 -0.2

As for the highest occupied orbital energy (spin up / spin down): -5.45 / -6.89 eV. For the energy relative to the best compared isomer or geometry (same formula, charge and spin), the calculation gives 0.00 kcal/mol. Its net charge is 0. The multiplicity is 3.

Atom charges from the Mulliken analysis, given in e for atoms 1 to 2: atom 1 (O): -0.017, atom 2 (C): -0.812



[2]
Formula: C4H8N2O
Source: OMol25
Level of theory: ωB97M-V/def2-TZVPD

Atoms and positions in Å:
C -1.532 1.322 0.633
H -0.766 0.631 -1.163
H -1.465 1.325 1.712
C -0.809 0.439 -0.092
C 1.773 0.513 -0.276
C 0.566 0.064 0.521
H 2.678 0.074 0.132
O 0.638 -0.337 1.664
H 0.519 -2.056 -0.089
H 1.683 0.186 -1.310
H -2.199 2.027 0.160
H -1.492 -1.199 0.000
N -0.153 -2.445 -0.843
N -1.295 -2.140 -0.783
H 1.855 1.597 -0.266

Atomic forces in eV per Å
C 0.2 -0.9 -0.2
H -0.3 -0.5 -0.1
H 0.1 0.1 0.1
C 1.7 2.3 0.3
C -0.1 -0.7 -0.2
C -1.1 0.5 0.8
H 0.0 0.0 0.2
O 0.2 -0.2 -0.5
H -1.0 0.0 -1.0
H -0.1 0.1 -0.2
H -0.3 -0.2 0.0
H 0.3 -2.8 -1.8
N 3.4 -1.4 0.6
N -2.9 3.4 1.9
H -0.1 0.1 0.1

As for the highest occupied orbital energy: -8.42 eV. For the energy relative to the best compared isomer or geometry (same formula, charge and spin), the calculation gives 114.38 kcal/mol. Its net charge is 0.

Atom charges from the Mulliken analysis, given in e for atoms 1 to 2: atom 1 (C): -0.661, atom 2 (H): 0.320



[3]
Formula: C10H31O7
Source: OMol25
Level of theory: ωB97M-V/def2-TZVPD

Atoms and positions in Å:
H -2.799 -2.446 1.074
H 2.721 0.173 2.790
H -4.309 -0.200 -1.279
H -1.917 2.192 -3.727
H 0.795 2.104 1.792
H 0.617 -0.639 -0.357
H -4.016 -2.540 0.020
O -0.050 -0.612 -0.947
H -5.329 -0.739 -0.189
H -0.691 2.517 -4.842
O -2.306 0.200 0.548
O 0.433 1.170 -2.753
C -3.090 -2.139 0.168
C 2.463 -2.679 0.393
H -1.272 3.732 -1.305
H -4.705 0.876 0.011
C -0.984 2.655 -3.863
C 0.015 2.583 -2.778
H 2.949 -3.468 2.253
H 0.486 3.259 -0.946
H 1.669 -2.054 1.996
O 1.551 0.922 0.583
H 2.023 1.606 0.181
H 3.332 -2.076 0.340
H -0.983 -0.163 -0.658
H -1.336 3.833 -3.811
C -3.350 -0.720 0.532
C 2.774 -3.902 1.240
H 4.711 -4.304 1.034
H 0.868 0.833 -3.631
C 2.513 1.238 2.836
H 0.546 0.483 2.636
C -0.430 2.910 -1.344
H -2.458 -2.144 -0.861
H -3.472 -0.805 1.656
O 2.262 1.562 4.094
H 3.258 1.896 2.409
O 1.385 -1.974 1.019
H 2.309 -2.730 -0.804
H -2.182 0.778 1.465
C -4.497 -0.120 -0.263
H 1.831 -4.528 1.226
H 3.149 1.840 4.617
H -0.896 2.089 -0.668
H 0.389 -0.023 -1.537
C 1.204 1.167 1.914
O 3.900 -4.701 0.756
H 0.918 3.104 -3.004

Atomic forces in eV per Å
H 2.6 -2.7 2.4
H 1.4 -0.4 -0.4
H 0.9 0.3 -2.2
H -1.0 -1.2 0.7
H -1.6 2.3 1.1
H 3.4 -0.7 5.6
H -2.4 -1.3 -0.8
O -6.1 -0.5 -2.6
H -1.8 -0.9 0.7
H 1.2 -0.5 -1.9
O 3.8 3.1 1.5
O 1.7 -1.8 -1.5
C 2.5 3.0 -4.7
C -0.1 0.2 -2.9
H 2.0 -1.3 -0.3
H -0.4 1.1 0.3
C -1.8 5.7 1.5
C -0.6 -2.7 0.0
H 0.0 -0.7 -0.3
H 0.5 0.6 1.4
H -1.2 0.6 -2.0
O -1.1 -4.4 -0.1
H 1.1 1.9 -0.4
H 1.2 1.0 0.5
H 2.0 -0.9 0.7
H 0.8 -2.6 -0.5
C -2.6 1.0 2.8
C -0.2 -1.1 -1.1
H 0.8 0.5 0.3
H -1.3 1.4 2.3
C -0.7 -1.5 -3.5
H 0.8 0.8 -2.8
C -2.8 0.4 0.2
H -1.1 -0.8 2.7
H -1.5 0.2 -1.1
O 1.7 2.2 5.2
H 0.4 -0.2 -0.6
O 1.0 -0.6 1.9
H -0.5 -0.8 2.8
H -0.8 -2.6 -3.7
C 1.0 -0.5 1.5
H 1.4 0.3 0.3
H -3.2 -1.1 -2.0
H 1.0 1.0 -1.6
H 0.2 2.3 -2.9
C 1.4 0.3 3.4
O -2.4 0.5 0.3
H 0.4 0.9 -0.2

As for the highest occupied orbital energy: -12.71 eV. For the energy relative to the best compared isomer or geometry (same formula, charge and spin), the calculation gives 12.80 kcal/mol. Its net charge is +1.

Atom charges from the Mulliken analysis, given in e for atoms 1 to 2: atom 1 (H): 0.441, atom 2 (H): 0.142